(1)
This record from the OMol25 dataset describes a 2-piece molecular cluster, C2H7S2 overall. The level of theory is ωB97M-V/def2-TZVPD.

Geometry as XYZ:
```
11
Properties=species:S:1:pos:R:3:forces:R:3:lowdin_charge:R:1
C 1.60589 -1.70168 0.92834 -1.26 2.07 -0.23 -0.505
S 1.52097 0.24549 0.73727 -0.53 -0.98 -0.85 -0.321
H 1.47423 -1.74790 2.01514 0.42 -0.66 -0.36 -0.055
H 0.73206 -2.18380 0.40911 0.85 0.54 0.35 -0.008
H 2.57621 -1.95474 0.51254 -0.09 -0.41 0.28 -0.063
H 0.29386 0.24873 -0.25755 0.79 -0.69 1.11 -0.262
C -1.64419 1.61119 -0.83516 0.33 -1.61 -3.15 -0.640
S -1.43474 -0.21575 -0.78361 -0.12 -0.12 -0.53 -0.066
H -1.12136 2.01026 -1.75591 0.20 -0.06 1.50 0.014
H -2.65723 1.80057 -1.08702 -1.26 0.44 0.42 -0.048
H -1.34570 1.88764 0.11685 0.67 1.50 1.47 -0.047
```
Positions in Å, forces in eV/Å.

## Properties
<S²> = 0.751
E = -876.60590 Eh
total charge = -2
HOMO-LUMO gap (spin up / spin down) = 1.755 / 5.983 eV
spin multiplicity = 2
highest occupied orbital energy (spin up / spin down) = 4.2 / 0.2 eV
LUMO level (spin up / spin down) = 6.00 / 6.18 eV


(2)
This record from the OMol25 dataset describes a 2-piece molecular cluster, CH3ClFP overall. The level of theory is ωB97M-V/def2-TZVPD.

Geometry as XYZ:
```
7
Properties=species:S:1:pos:R:3:forces:R:3:lowdin_charge:R:1
C -0.27413 0.45175 -0.60704 0.54 -0.37 -0.30 -0.399
F -0.90937 -0.89978 2.31224 1.24 -0.35 -2.51 -0.599
P 0.32056 -1.21491 -0.04956 -1.92 1.67 2.70 0.656
Cl 2.06282 -0.66937 0.69614 0.49 -0.15 0.21 0.246
H 0.63112 1.03524 -0.88749 -0.69 -0.47 -0.27 0.030
H -0.90630 1.13142 -0.03676 0.18 -0.57 0.90 0.054
H -0.92469 0.16565 -1.42752 0.17 0.24 -0.72 0.013
```
Positions in Å, forces in eV/Å.

## Properties
E = -941.22380 Eh
HOMO-LUMO gap (spin up / spin down) = 8.062 / 7.516 eV
highest occupied orbital energy (spin up / spin down) = -10.5 / -10.0 eV
LUMO level (spin up / spin down) = -2.41 / -2.46 eV


(3)
This record from the OMol25 dataset describes C2H2OS as an isolated structure. The level of theory is ωB97M-V/def2-TZVPD.

Geometry as XYZ:
```
6
Properties=species:S:1:pos:R:3:forces:R:3:lowdin_charge:R:1
C -0.72726 -0.33825 0.32349 0.30 -0.06 1.25 -0.418
C 0.30559 0.37238 -0.37583 6.26 1.39 -2.07 -0.094
O -1.85819 -0.44164 -0.04288 -1.23 0.12 -1.16 0.093
S 2.58112 0.13020 0.18752 -6.20 0.58 -1.35 0.230
H -0.44805 -0.73051 1.27425 0.60 -0.58 0.99 0.096
H 0.14680 1.00782 -1.36655 0.27 -1.45 2.35 0.094
```
Positions in Å, forces in eV/Å.

## Properties
E = -550.61747 Eh
HOMO-LUMO gap (spin up / spin down) = 6.150 / 6.137 eV
highest occupied orbital energy (spin up / spin down) = -9.7 / -9.7 eV
LUMO level (spin up / spin down) = -3.56 / -3.56 eV


(4)
This record from the OMol25 dataset describes C8H19AlNS6 as an isolated structure. The level of theory is ωB97M-V/def2-TZVPD.

Geometry as XYZ:
```
35
Properties=species:S:1:pos:R:3:forces:R:3:lowdin_charge:R:1
Al -0.40019 -0.27419 0.39650 0.05 -0.37 -0.24 -0.620
S 0.44399 1.34386 2.02537 -0.40 0.75 -0.48 0.941
S -0.84412 -2.19983 -1.11258 0.01 0.86 -0.69 0.913
C -0.50663 2.90342 1.95943 0.33 0.02 0.29 -0.340
C 1.87570 1.78348 0.96415 0.32 -0.17 0.47 -0.370
C 1.75463 1.48408 -0.52019 -0.19 -0.45 -0.50 -0.220
N 1.25392 0.07211 -0.69622 0.71 0.73 -0.84 -0.160
C 1.08986 -0.34205 -2.12816 0.11 0.23 0.21 -0.215
C 0.59269 -1.78367 -2.17160 0.09 -0.60 0.01 -0.381
H 2.70444 1.20249 1.38843 -0.07 0.24 -0.05 0.092
H 2.06686 2.84581 1.14046 0.11 -0.20 -0.06 0.101
H 2.73870 1.54722 -1.01275 -0.24 0.23 0.26 0.141
H 1.06762 2.18146 -1.01542 0.13 -0.32 0.09 0.096
H 2.07785 -0.26906 -2.61353 -0.42 -0.09 -0.07 0.141
H 0.39488 0.33633 -2.64054 0.18 -0.09 0.29 0.108
H 1.38434 -2.45571 -1.80920 -0.17 0.10 -0.28 0.092
H 0.30135 -2.08470 -3.18482 0.35 0.09 0.16 0.098
C -2.20579 -1.63653 -2.18061 -0.08 -0.26 -0.27 -0.335
H 2.00222 -0.52747 -0.31914 -0.55 0.20 -0.05 0.138
H -2.13645 -0.57270 -2.44346 0.17 -0.43 0.17 0.001
H -3.14144 -1.79476 -1.63184 0.26 -0.07 -0.13 0.055
H -2.17075 -2.27346 -3.07530 -0.23 0.22 0.27 0.056
H -1.41975 2.74390 2.53890 0.30 0.06 -0.04 0.013
H -0.77333 3.20422 0.94248 0.20 -0.23 0.16 0.019
H 0.14242 3.63806 2.44695 -0.32 0.02 -0.09 0.053
C -0.41123 -1.91794 2.31670 1.57 0.18 1.06 -0.314
C 0.76006 -1.58997 1.47011 -0.85 -0.52 0.66 -0.311
H -0.75223 -2.95915 2.26452 -0.42 0.53 -0.07 0.085
H -0.33027 -1.54653 3.35342 -0.47 -0.20 -0.61 0.088
H 1.11337 -2.44793 0.88099 -0.19 0.25 0.13 0.069
H 1.59624 -1.11440 2.00488 -0.42 -0.17 -0.03 0.066
S -1.45275 1.36315 -0.88135 0.33 0.20 0.04 0.256
S -3.32845 1.49010 -0.09873 -0.47 -0.62 0.28 0.082
S -3.20333 0.77901 1.83321 0.56 -0.04 0.40 0.114
S -2.28443 -1.12864 1.60894 -0.31 -0.08 -0.46 0.450
```
Positions in Å, forces in eV/Å.

## Properties
E = -3002.39526 Eh
total charge = +1
HOMO-LUMO gap = 7.080 eV
highest occupied orbital energy = -11.0 eV
LUMO level = -3.90 eV


(5)
This record from the OMol25 dataset describes one molecule with the formula CH3N3S2. The level of theory is ωB97M-V/def2-TZVPD.

Geometry as XYZ:
```
9
Properties=species:S:1:pos:R:3:forces:R:3:lowdin_charge:R:1
C 0.34187 0.78970 -0.45863 1.60 1.38 2.14 -0.530
N 0.85356 -0.37251 -0.07817 2.01 0.47 0.60 -0.091
N 0.43517 -1.52981 -0.09510 -1.90 -0.13 0.20 -0.044
N -0.92458 -1.58029 -0.20015 -1.15 1.32 0.13 0.029
S 0.97522 2.36237 0.06288 -0.99 -0.95 -0.82 0.342
S 1.24191 2.52672 1.95708 0.25 -0.35 0.37 0.067
H -0.09812 0.92315 -1.37947 -1.23 -0.12 -2.14 0.026
H -1.39896 -2.42360 0.08327 0.52 -0.23 0.00 0.084
H -1.42605 -0.69573 0.10831 0.89 -1.39 -0.48 0.116
```
Positions in Å, forces in eV/Å.

## Properties
E = -1000.41670 Eh
HOMO-LUMO gap (spin up / spin down) = 7.436 / 6.456 eV
highest occupied orbital energy (spin up / spin down) = -8.4 / -8.0 eV
LUMO level (spin up / spin down) = -0.99 / -1.51 eV


(6)
This record from the OMol25 dataset describes C43H60Br2N4OP2S3Tb as an isolated structure. The level of theory is ωB97M-V/def2-TZVPD.

Geometry as XYZ:
```
116
Properties=species:S:1:pos:R:3:forces:R:3:lowdin_charge:R:1
Tb 0.04204 0.64530 -0.45538 -0.73 -0.57 -1.19 0.864
C -5.07206 0.23330 -4.20134 -0.07 -0.63 0.05 -0.065
N -3.63601 0.19349 -3.94344 -1.09 1.68 0.35 -0.151
C -3.09388 1.38031 -3.24701 -1.50 -0.44 0.67 -0.254
C -2.89033 2.58724 -4.13659 1.64 1.62 -0.58 -0.162
N -2.41971 3.77988 -3.35427 -2.05 -0.80 0.37 -0.151
C -3.41166 4.46899 -2.54467 0.83 0.53 -0.11 -0.076
C -1.17806 4.34692 -3.40262 2.06 -0.59 -0.55 -0.266
C -1.06681 5.76599 -3.42595 -1.77 -0.92 0.34 -0.045
C 0.14275 6.39488 -3.33633 0.11 -0.15 -0.58 -0.136
C 1.29889 5.63893 -3.40880 0.41 -0.14 0.62 -0.151
C 1.25185 4.25757 -3.36616 -1.10 -1.43 -0.22 -0.163
C 0.01174 3.50883 -3.38964 0.79 2.66 0.21 -0.607
S 0.01148 1.76111 -3.34059 0.72 -0.07 0.78 0.525
C -2.84668 -0.78630 -4.46892 1.71 -0.03 1.27 -0.283
C -2.96592 -1.26549 -5.73647 -0.38 -0.78 -1.98 -0.045
C -2.08777 -2.22288 -6.27771 -0.34 0.00 -1.18 -0.112
C -1.16526 -2.82030 -5.46809 0.45 -0.49 1.23 -0.123
C -1.06189 -2.38213 -4.15179 0.48 -0.08 -0.30 -0.157
C -1.78186 -1.31666 -3.68638 -0.20 0.44 0.62 -0.535
S -1.43678 -0.88660 -2.00550 -0.35 -0.92 0.84 0.529
H -5.33791 -0.29382 -5.14623 0.17 0.33 0.68 0.072
H -5.43346 1.27610 -4.30623 0.17 -0.58 0.20 0.078
H -5.60756 -0.29444 -3.35403 0.21 0.66 -0.80 0.096
H -2.19373 1.17495 -2.66444 -0.45 0.02 -0.64 -0.060
H -3.88367 1.61932 -2.49238 0.49 0.11 -0.29 0.126
H -3.84266 2.88601 -4.65314 0.79 -0.29 0.15 0.117
H -2.03261 2.45290 -4.87310 -1.44 -0.34 0.62 0.115
H -3.63164 5.47980 -2.90994 -0.12 -0.07 0.02 0.066
H -3.11944 4.54859 -1.48947 0.09 0.03 -0.32 0.058
H -4.31085 3.92829 -2.59749 -1.31 -0.80 -0.03 0.058
H -2.04724 6.31342 -3.47419 1.43 -0.32 0.16 0.106
H 0.19608 7.45705 -3.25994 0.04 0.65 -0.14 0.081
H 2.25299 6.14180 -3.43094 0.26 0.05 0.14 0.082
H 2.17035 3.66036 -3.26215 -0.34 0.33 -0.32 0.079
H -3.80406 -0.91802 -6.34296 0.43 0.12 -0.07 0.099
H -2.05920 -2.47381 -7.36306 -0.59 0.19 0.94 0.104
H -0.55157 -3.68364 -5.68857 0.01 0.13 -0.74 0.093
H -0.37851 -2.83951 -3.44742 0.06 -0.14 -0.20 0.077
C 2.41846 -2.09401 -2.85160 -0.32 -0.46 -1.53 -0.143
C 3.43091 -1.42374 -1.92961 -0.15 -0.31 0.36 -0.518
C 3.79026 -0.02534 -2.47177 -0.37 -0.01 0.97 -0.153
P 2.53858 -1.06439 -0.26977 0.61 -0.13 0.46 1.057
C 3.95281 -1.00884 0.96850 0.13 0.89 -1.80 -0.569
C 4.05048 -2.05677 1.99921 0.34 -0.84 2.58 -0.146
C 3.88952 0.36690 1.57969 -0.35 1.02 1.51 -0.173
C 1.61797 -2.47615 0.35842 -0.90 -0.60 -1.29 -0.348
C 2.05760 -3.75311 -0.00212 -1.18 -0.29 0.50 -0.091
C 1.23416 -4.87650 0.09486 0.14 -0.71 0.35 -0.285
C 1.78811 -6.20673 -0.37654 1.73 0.20 -0.44 -0.081
C -0.07466 -4.77061 0.64212 0.69 0.52 -0.84 -0.034
C -0.57222 -3.49161 0.78588 -0.30 0.78 1.59 -0.020
C 0.26780 -2.32958 0.74861 -1.08 0.19 0.35 -0.337
N -0.26575 -1.07556 1.08208 0.93 -0.25 -1.21 -0.195
C -1.31462 -0.92019 2.01014 -0.53 0.00 0.06 -0.361
C -2.66362 -0.74278 1.60552 0.68 0.34 0.33 -0.053
C -3.60095 -0.13804 2.42095 0.74 -0.67 1.68 -0.036
C -3.29703 -0.04391 3.80853 1.34 -0.33 -0.38 -0.267
C -4.23817 0.60624 4.78302 -0.20 0.37 -0.28 -0.073
C -2.01145 -0.47086 4.25081 -1.46 0.81 0.46 -0.077
C -0.98589 -0.75870 3.35600 -0.63 -0.05 -0.41 -0.345
P 0.75406 -0.83580 3.86275 -0.93 -0.82 1.05 1.137
C 0.78616 0.71462 4.86427 0.22 0.42 0.21 -0.602
C 0.33526 1.98617 4.10671 1.12 -0.11 0.05 -0.097
C 2.14003 0.92764 5.50438 1.87 1.11 1.05 -0.157
C 0.46805 -2.08249 5.31547 0.47 -1.13 -1.09 -0.507
C 1.82595 -2.79442 5.45454 0.37 1.51 2.63 -0.163
C -0.70363 -3.13429 5.15203 0.52 1.25 -0.37 -0.097
H 1.36367 -1.85139 -2.63019 0.44 0.22 0.06 0.031
H 2.46277 -3.18875 -2.83933 0.10 0.10 0.27 0.067
H 2.56790 -1.82067 -3.93937 -0.01 -0.05 1.12 0.101
H 4.37998 -2.04665 -1.82261 -1.21 0.66 0.10 0.123
H 2.87831 0.57762 -2.62434 0.23 -0.29 -0.27 0.044
H 4.37543 -0.08358 -3.38181 0.03 -0.03 -0.23 0.078
H 4.35635 0.51374 -1.71179 0.29 0.09 -0.07 0.008
H 4.79836 -1.18008 0.26515 0.01 0.74 0.59 0.105
H 3.11431 -2.15522 2.62942 1.08 0.31 -0.62 0.051
H 4.95474 -1.80032 2.70121 -1.61 -0.52 -1.12 0.115
H 4.23158 -3.03968 1.57164 0.10 -0.12 0.01 0.060
H 2.91026 0.56169 2.10295 0.70 -0.73 -0.25 0.057
H 3.85731 1.16656 0.84758 0.66 0.07 -0.20 -0.024
H 4.66967 0.52665 2.37276 -0.41 0.03 -0.85 0.090
H 3.08676 -3.83679 -0.30367 0.20 -0.34 -0.45 0.100
H 2.27044 -6.76812 0.46929 -0.50 0.22 -0.82 0.081
H 2.60887 -5.96292 -1.13700 -0.88 -0.48 1.08 0.086
H 1.09714 -6.84685 -0.93949 -0.12 0.18 0.49 0.066
H -0.67954 -5.66173 0.89766 0.36 0.60 -0.56 0.117
H -1.61612 -3.29332 1.10993 0.77 -0.38 -0.25 0.118
H -2.90320 -0.98960 0.60345 -0.13 0.07 -1.02 0.069
H -4.56286 0.20792 2.06180 0.00 -0.17 -0.13 0.111
H -3.87607 0.46821 5.81407 -0.16 0.25 -0.33 0.069
H -5.24103 0.15002 4.70702 0.26 0.43 0.07 0.074
H -4.27924 1.70395 4.51749 -0.22 -1.06 0.56 0.095
H -1.83444 -0.50774 5.35475 -0.04 0.37 -1.02 0.112
H 0.13788 0.61118 5.70843 -0.82 -0.33 0.46 0.075
H 0.53557 1.87195 3.01472 -0.21 0.45 0.72 0.051
H 0.93598 2.81077 4.55913 -0.43 -0.25 -0.74 0.076
H -0.71145 2.21896 4.28609 -0.10 -0.19 -0.30 0.067
H 2.94951 1.18494 4.78499 -0.55 -0.18 0.14 0.072
H 2.58375 0.12513 6.14366 -0.76 0.16 -0.63 0.061
H 2.09701 1.81279 6.21484 -0.08 -0.79 -0.79 0.087
H 0.25184 -1.60411 6.25042 0.07 0.76 0.47 0.081
H 2.19461 -3.20360 4.56062 0.48 -0.40 -1.33 0.029
H 1.73143 -3.60253 6.17619 0.06 -0.26 0.17 0.056
H 2.61216 -2.07641 5.91933 -1.12 -1.12 -1.03 0.087
H -0.79465 -3.43467 4.09346 -0.31 0.17 0.41 0.070
H -1.63727 -2.64769 5.54538 0.74 -0.92 -0.64 0.071
H -0.44243 -4.03072 5.71581 -0.17 0.05 0.21 0.058
Br 1.78149 3.03290 -0.06050 0.08 0.70 0.09 0.650
C 3.38312 4.13533 -0.03788 -0.27 -0.34 -0.35 -0.916
Br 4.94673 3.24293 -0.85751 -0.91 0.96 0.21 0.597
H 3.59353 4.23482 1.00457 0.35 0.08 0.44 -0.017
H 3.02362 5.09707 -0.45126 0.80 -0.73 -0.33 0.026
O -1.57600 4.40442 0.13238 -0.47 -1.01 1.11 -0.574
S -1.96470 3.26371 1.00956 0.94 0.54 -1.12 0.706
N -1.27065 1.96500 0.84127 -0.30 0.77 0.14 -0.567
```
Positions in Å, forces in eV/Å.

## Properties
<S²> = 12.086
E = -9818.46313 Eh
total charge = -1
HOMO-LUMO gap (spin up / spin down) = 5.557 / 5.649 eV
spin multiplicity = 7
highest occupied orbital energy (spin up / spin down) = -3.9 / -3.9 eV
LUMO level (spin up / spin down) = 1.70 / 1.76 eV